Entry 1:
ORCA calculation (ωB97M-V/def2-TZVPD) on 10 unconnected molecules or ions with the total composition C54H52O17 at a distorted geometry.

Values from the calculation:
relative energy (zero: lowest compared OMol25 entry of this formula, charge and spin)	0.211	eV
SMILES	O=C1C=CC(=O)C=C1.O=C1C=CC(=O)C=C1.O=C1C=CC(=O)C=C1.O=C1C=CC(=O)C=C1.O=C1C=CC(=O)C=C1.O=C1C=CC(=O)C=C1.O=C1C=CC(=O)C=C1.C1CCOC1.C1CCOC1.C1CCOC1
DFT total energy	-91636.418	eV
largest force on an atom	3.4	eV Å⁻¹
frontier orbital gap	7.1	eV

ORCA input file:
```
! wB97M-V def2-TZVPD RIJCOSX def2/J DEFGRID3
* xyz 0 1
O 0.04374 2.20043 6.12019
O 7.05204 -1.59903 -1.45391
O -4.63879 -4.35988 -2.19354
O 2.35755 -1.42640 0.84698
O 5.50603 3.14118 0.58179
O -3.18433 0.01711 -4.47292
O -2.61946 6.65351 3.51486
O 0.93680 5.45251 -0.03142
O 0.15946 -0.68136 -1.24641
O 2.64372 0.58684 -5.12202
O -4.73134 -2.70922 1.29312
O -7.35992 -0.13049 -2.51979
O 2.96337 2.28951 2.00814
O 0.76651 -3.67903 -5.90203
O -0.78320 -2.11715 4.56913
O -1.73383 2.21511 2.80274
O -2.17744 -7.24334 4.33737
C -6.83551 -0.65545 -1.55899
C 2.40985 2.01272 3.08495
C -2.27990 -3.69261 3.68762
C 3.08676 0.82044 -2.77464
C -1.11094 -5.47032 5.49076
C -6.65982 -2.57369 -0.03342
C 5.16074 -2.76213 -0.73757
C -1.49339 7.44682 3.80151
C -4.92763 -1.48338 -4.06296
C -4.79447 -0.89363 -0.15284
C 2.68194 1.59212 -4.09289
C -1.14803 0.03151 1.94513
C 2.07416 5.02146 0.02477
C -3.50033 -0.99996 -3.91951
C 5.96767 -1.51825 -0.93679
C -1.23047 2.03889 0.52711
C 4.16259 4.91911 1.20888
C 0.75212 0.89748 4.29983
C -1.43551 1.46190 1.87984
C -2.21242 5.51143 2.77078
C -1.23570 -3.24214 4.60652
C 2.08498 2.80080 5.39453
C -2.00614 -6.03995 4.49399
C -0.03664 -3.30538 -4.86028
C -0.74266 5.31416 3.12992
C 3.34289 -1.49440 0.18678
C -5.25402 -2.68692 -3.67297
C 0.69146 -3.67570 -3.54293
C -0.67527 -0.65128 0.89346
C 5.41735 -0.35288 -0.37479
C 2.77843 2.85947 4.26721
C 1.43030 0.97233 3.21090
C -0.27322 6.80683 3.04314
C 2.76137 -0.60917 -3.19983
C 1.70835 -4.74746 -3.98269
C 1.40200 -4.92865 -5.47091
C 4.55100 3.80366 0.28243
C 4.13212 -0.28677 -0.00144
C -0.94829 1.31896 -0.55449
C 2.92270 5.32980 1.20124
C -5.30256 -2.12402 0.38995
C 0.89552 1.91238 5.32812
C -2.86284 -3.03933 -2.77809
C 2.61149 4.10663 -1.01066
C 3.81041 3.57514 -0.91845
C 3.86060 -2.72498 -0.41893
C -0.47299 -0.01966 -0.42423
C -5.50592 -0.19438 -1.05884
C -0.65117 -4.25896 5.50501
C -2.64520 -4.97080 3.62250
C 3.16843 -0.64474 -4.66613
C -2.51848 -1.83539 -3.22233
C -4.28209 -3.47140 -2.88998
C -7.44609 -1.78167 -0.73489
H 5.78241 -3.64581 -1.01983
H 2.34500 -5.07633 -5.90470
H -3.84952 -0.53410 0.20528
H -1.00614 -3.90408 -4.82431
H 1.99881 4.00807 -1.86959
H -0.25863 -1.66682 0.94734
H -0.29381 7.06291 1.96698
H 1.33096 0.26483 2.42854
H 0.17605 -3.87552 6.08891
H 1.59040 -5.70969 -3.49568
H -1.26060 -0.49100 2.88832
H 2.51060 1.04058 -1.85788
H -1.55677 -1.35608 -3.06599
H -8.52470 -2.01142 -0.81200
H -0.69962 -6.19343 6.12147
H 1.26223 -2.80706 -3.15587
H -1.40796 3.11536 0.59274
H 0.66504 7.05168 3.40826
H 3.59358 3.52750 4.10572
H -3.50035 -5.23205 2.94789
H 6.04712 0.50663 -0.39231
H 3.30461 -1.33601 -2.53179
H 2.53549 5.99555 1.96968
H -1.33070 7.34990 4.86263
H -0.25556 4.59498 2.43246
H 0.12336 0.02318 4.52195
H -5.48973 -0.68649 -4.49605
H 3.68989 0.63475 0.37605
H -0.05052 -3.96839 -2.78717
H 4.89881 5.12697 1.98520
H -2.25738 -3.76895 -2.20760
H 4.22421 -0.67915 -4.81460
H -2.62784 -2.85247 3.06814
H -0.62540 4.85593 4.12176
H -1.60829 8.50912 3.57193
H -2.77934 4.72845 3.24876
H -7.05954 -3.37841 0.54708
H 4.25228 2.93182 -1.68301
H 2.23238 3.47628 6.22142
H 1.67751 2.01355 -3.99545
H 2.75270 -1.49694 -5.17496
H 0.64585 -5.66812 -5.71919
H -6.28637 -3.07614 -3.73179
H 3.23688 -3.62967 -0.38883
H 3.29651 2.41913 -4.40760
H -5.08078 0.63757 -1.51959
H 4.14894 0.92757 -2.56547
H -0.68468 1.78109 -1.53995
H 2.68273 -4.37615 -3.73528
H -0.25187 -2.22823 -4.94695
H -2.51320 5.76402 1.74375
H 1.67651 -0.72785 -3.08549
*
```

These are the Mulliken partial charges, in e, on atoms 1 to 5:
1. O -0.57
2. O -0.59
3. O -0.55
4. O -0.34
5. O -0.59



Entry 2:
ORCA calculation (ωB97M-V/def2-TZVPD) on a gas-phase ion, C3H7NOPS (charge -1) at a distorted geometry.

Values from the calculation:
relative energy (zero: lowest compared OMol25 entry of this formula, charge and spin)	5.094	eV
DFT total energy	-26882.849	eV
largest force on an atom	3.2	eV Å⁻¹
frontier orbital gap (spin up / spin down)	5.5 / 6.0	eV

ORCA input file:
```
! wB97M-V def2-TZVPD RIJCOSX def2/J DEFGRID3
* xyz -1 1
S 1.95574 0.31645 -0.65019
P -0.22011 0.86758 1.82140
O 3.01132 0.10005 1.69684
N 2.01216 -0.30045 1.03680
C -0.79825 0.08371 -0.79735
C 0.48665 -0.67007 -1.14536
C -1.36572 -0.13110 0.60216
H -0.44145 1.12380 -1.01352
H -1.45973 -1.16753 0.91662
H -2.38148 0.31416 0.54536
H -1.64478 -0.20647 -1.48069
H 0.45665 -1.61355 -0.62518
H -0.29932 2.24035 1.19914
H 0.68832 -0.95693 -2.10603
*
```

These are the natural (NBO) partial charges, in e, on atoms 1 to 5:
1. S 0.17
2. P 0.00
3. O -0.50
4. N -0.17
5. C -0.43